20
Properties=species:S:1:pos:R:3:forces:R:3:nbo_charge:R:1 method="wB97M-V/def2-TZVPD" lumo_energy_ev=4.283 multiplicity=1 e_tot_ha=-403.0201 e_homo_ha=-0.1486 gap_ev=8.326 charge=-1 de_lowest_kcal_mol=5.9
H 1.981 -0.160 -0.403 0.0 0.0 -0.1 0.22
C -2.187 0.220 -0.956 0.0 0.4 0.1 -0.61
H -2.815 -0.660 -1.122 0.1 -0.1 -0.1 0.18
C 0.284 0.776 2.004 -0.1 -0.5 0.4 0.86
H -0.080 -1.002 0.296 -0.3 0.2 -0.2 0.27
H -0.327 -1.975 -1.158 0.1 0.0 0.1 0.16
O 0.401 1.581 1.055 0.0 -0.1 -0.2 -0.81
H 2.055 1.441 2.612 0.1 0.5 0.5 0.36
C 1.546 -0.918 -1.061 0.4 0.2 0.2 -0.61
H 1.083 0.978 3.947 0.0 0.0 -0.1 0.36
H -2.667 1.073 -1.449 -0.1 -0.1 0.0 0.18
H -0.224 1.010 -1.298 -0.2 0.1 -0.1 0.23
C -0.764 0.078 -1.484 0.1 0.2 0.4 -0.39
C 0.051 -1.005 -0.790 -0.2 -0.9 -0.5 -0.42
H 1.817 -0.628 -2.082 -0.2 -0.1 -0.1 0.18
O -0.568 -0.123 2.191 -0.2 0.5 0.1 -0.80
H -2.161 0.427 0.114 0.0 -0.1 0.0 0.25
H 2.056 -1.858 -0.832 0.0 0.0 0.0 0.19
H -0.823 -0.094 -2.567 0.3 -0.1 0.0 0.16
N 1.343 0.838 2.985 0.4 -0.3 -0.5 -0.94